Version one
Below is a 2-piece molecular cluster, C3H8NO3 overall, with properties calculated with the ωB97M-V functional and the def2-TZVPD basis.

Atoms and positions in Å:
H: -2.56729 -0.20164 0.16535
H: 3.67573 -0.61337 -0.03205
C: -0.48675 -0.73690 -1.58132
H: -2.01037 0.89346 2.13975
O: -1.60025 1.38221 1.34237
H: 0.48423 0.65344 1.32205
H: 1.61481 -0.24522 0.38659
O: 0.45994 -1.34615 -2.05494
C: -0.46670 0.05067 -0.32623
O: 2.84009 -1.00780 0.12527
N: 0.58146 0.17136 0.40726
C: -1.70984 0.66175 0.11197
H: -1.35578 -0.80458 -2.20809
H: -2.00699 1.25039 -0.68787
H: 2.44046 -1.22006 -0.65890

Results
* total charge: +1
* HOMO: -15.582 eV

Results of the Mulliken charge analysis, in e, for atoms 1 through 5: 0.3632 0.3496 -0.1982 0.3561 -0.5599

=====

Version two
Below is an isolated ion of composition C3H8NO3 and charge +1, with properties calculated with the ωB97M-V functional and the def2-TZVPD basis.

Atoms and positions in Å:
C: -1.14473 -0.58605 -0.51766
O: -0.51183 -0.79011 -1.79057
C: 0.25407 -0.41159 1.52313
N: 0.73163 1.09820 -0.48045
H: 1.66726 0.85312 -0.12160
H: -1.10025 1.15471 0.52941
H: -1.17140 -1.59771 -0.10802
H: 0.70864 0.82132 -1.47403
H: -1.17658 -0.79760 -2.48896
O: -0.26640 -1.37707 1.96322
O: 1.55217 -0.07693 1.66127
C: -0.30727 0.39766 0.32449
H: 0.59946 2.08203 -0.29216
H: 2.28720 -0.59299 2.01067
H: -2.12198 -0.17699 -0.73875

Results
* total charge: +1
* HOMO: -15.311 eV
* SMILES: [NH3+][C@@H](CO)C(=O)O

Results of the Mulliken charge analysis, in e, for atoms 1 through 5: -0.4873 -0.5780 0.5371 -0.2554 0.3371

=====

Calculated relative energies: version one 108.8; version two 0.0, given in kJ/mol

=====

Version one
Below is a 4-piece molecular cluster, C4H12O3 overall, with properties calculated with the ωB97M-V functional and the def2-TZVPD basis.

Atoms and positions in Å:
H: 1.38035 1.02224 1.56386
H: -0.14016 1.04546 1.73812
O: 0.58115 1.40358 1.19575
H: -2.30831 1.26552 -0.39117
H: 2.58121 1.19050 -0.71345
H: -3.22100 -1.01900 1.37476
C: -0.85128 -0.38109 -1.85308
H: 2.54202 -1.02252 0.32705
H: 2.81275 -2.12680 1.30618
C: -2.18472 0.30348 0.10412
H: -1.23912 -1.67035 -0.32419
O: 2.76243 0.51762 -1.37211
H: -0.95338 0.59203 -2.32413
O: 2.29360 -1.34110 1.19482
C: -1.41290 -0.66290 -0.68470
C: -3.03152 0.01047 1.08971
H: -0.28531 -1.12433 -2.39706
H: 2.15547 0.80691 -2.07551
H: -3.61502 0.72654 1.64993

Results
* HOMO: -8.967 eV
* SMILES: C=CC=C.O.O.O

Results of the Mulliken charge analysis, in e, for atoms 1 through 5: 0.2992 0.3120 -0.6037 0.2549 0.3024

=====

Version two
Below is a 3-piece molecular cluster, C4H12O3 overall, with properties calculated with the ωB97M-V functional and the def2-TZVPD basis.

Atoms and positions in Å:
H: -0.22444 2.11792 0.19407
C: -0.01476 -0.33239 2.43858
H: 2.08378 0.42321 0.64109
H: -0.27711 0.14338 -1.56904
O: -0.83428 2.76741 -0.10306
O: 1.33935 -0.93823 -1.96539
H: 1.67222 -0.68126 -2.84445
H: -0.27462 -1.41851 2.70733
H: 1.18428 1.05692 -1.74020
H: -1.53825 -2.62000 -0.99900
H: -0.78545 -1.43657 -1.25453
H: -0.89365 0.17760 2.82015
O: -1.56990 -1.79601 -1.57513
H: -0.99824 0.02950 0.60220
H: -1.63474 2.31731 -0.41299
C: 0.88855 0.19984 -1.25664
C: 1.06491 0.21531 0.27352
H: 0.81463 -0.11077 3.08270
C: -0.00229 -0.11467 0.96081

Results
* HOMO: -10.123 eV
* SMILES: C/C=C/CO.O.O

Results of the Mulliken charge analysis, in e, for atoms 1 through 5: 0.3710 -1.3950 0.3395 0.1984 -0.6629

=====

Calculated relative energies: version one 0.0; version two 77.8, given in kJ/mol

=====

Version one
Below is C4H12O3 as an isolated structure, with properties calculated with the ωB97M-V functional and the def2-TZVPD basis.

Atoms and positions in Å:
C: 0.61922 2.06938 0.27556
O: -0.73258 0.02081 -2.43506
C: -0.13595 0.88098 0.17717
H: 1.27320 -1.63041 -1.12472
H: 0.29884 -0.66812 -2.04080
C: 0.29431 3.29660 0.71048
O: 0.11527 -2.55429 1.50402
H: -1.01451 0.00212 -3.35114
H: 0.50453 -0.91309 1.33619
H: 0.94885 -2.77643 1.94499
H: -2.86160 -2.55367 2.00299
O: 1.34830 -0.92196 -1.78108
H: -2.61137 -2.26544 1.36862
H: 1.06509 4.02912 0.55771
H: 1.65694 1.92635 -0.02821
H: -0.73226 -1.08379 -0.00068
H: -0.61793 3.38313 1.28958
C: 0.06570 -0.42134 0.33654
H: 0.51593 0.18005 -0.74216

Results
* HOMO: -9.041 eV

Results of the Mulliken charge analysis, in e, for atoms 1 through 5: -0.3642 -0.8175 0.3872 0.3417 0.5092

=====

Version two
Below is a 3-piece molecular cluster, C4H12O3 overall, with properties calculated with the ωB97M-V functional and the def2-TZVPD basis.

Atoms and positions in Å:
H: -6.88510 0.48613 2.20189
H: 3.57937 0.41060 0.55396
C: 1.42308 1.86256 -0.26263
H: 1.90270 2.45456 0.45983
O: 0.01129 -3.87458 1.56705
C: 0.04284 1.94261 -0.30407
H: 3.56796 -0.72066 -0.73860
C: 2.11905 0.84371 -0.89216
H: 0.85328 -3.75301 2.04454
H: -0.32009 2.32503 -1.24328
O: 1.89414 0.43823 -2.14994
H: 2.16390 -0.86768 0.64194
H: -0.31015 2.70148 0.48047
H: -0.50525 0.99142 -0.12578
H: 2.36830 -0.25167 -2.68088
H: -5.92672 0.10034 1.27873
H: 0.29961 -3.45735 0.64697
C: 2.91220 -0.17789 -0.04163
O: -6.87679 0.03071 1.26828

Results
* HOMO: -7.451 eV
* SMILES: C/C=C(/C)O.O.O

Results of the Mulliken charge analysis, in e, for atoms 1 through 5: 0.3242 0.3341 -0.3262 0.3874 -0.6504

=====

Version three
Below is a 3-piece molecular cluster, C4H12O3 overall, with properties calculated with the ωB97M-V functional and the def2-TZVPD basis.

Atoms and positions in Å:
H: -2.61618 1.71004 -0.62840
H: -0.45502 -0.53114 -1.44132
H: -0.38910 -1.52847 2.21679
H: -1.20849 0.46850 0.85317
C: 0.26249 -0.70364 1.93419
C: -0.44153 -1.01696 -0.46822
H: -3.94518 1.00318 -0.51167
H: 2.50695 0.34838 -1.52783
O: 0.95837 1.41567 -0.85151
H: 0.38491 0.00887 2.74650
H: 0.38330 -1.72595 -0.47899
H: -1.35479 -1.57986 -0.30394
C: -0.24245 -0.01078 0.66800
H: 3.10792 -0.14934 -2.81739
O: 3.16174 -0.27897 -1.86526
H: 1.23495 -1.16999 1.74838
O: -3.00821 0.82572 -0.66181
H: 1.00126 1.78395 1.10970
C: 0.65907 1.13078 0.27961

Results
* HOMO: -10.026 eV
* SMILES: CC(C)C=O.O.O

Results of the Mulliken charge analysis, in e, for atoms 1 through 5: 0.3029 0.3509 0.3711 0.1815 -1.5546

=====

Version four
Below is a 2-piece molecular cluster, C4H12O3 overall, with properties calculated with the ωB97M-V functional and the def2-TZVPD basis.

Atoms and positions in Å:
H: 2.31804 1.59514 1.35066
O: -2.22123 -0.82659 -0.38938
H: -2.05124 -1.34520 -1.17626
H: -3.56180 2.17512 -1.05113
O: 1.42070 1.22095 1.50147
H: -4.06698 0.50096 -0.73658
C: -0.96952 -0.88320 0.44007
H: 2.55979 -1.09226 -0.68104
C: 2.69395 -0.11307 -0.16566
C: 0.19909 -0.07306 -0.18557
H: 0.46960 -0.70922 -1.07952
O: -4.24793 1.42570 -1.02597
H: -0.48007 -1.90629 0.57812
H: 2.55763 0.76511 -0.78815
H: 1.59015 -0.91905 1.42786
H: -1.34058 -0.59925 1.38956
C: 1.46969 -0.03091 0.72988
H: 0.04674 0.96639 -0.58987
H: 3.61396 -0.15127 0.45151

Results
* HOMO: -10.502 eV
* SMILES: C[C@@H](O)CCO.O

Results of the Mulliken charge analysis, in e, for atoms 1 through 5: 0.3411 -0.4518 0.2834 0.3152 -0.5264

=====

Calculated relative energies: version one 1142.7; version two 327.6; version three 0.0; version four 121.5, given in kJ/mol

=====

Version one
Below is a 3-piece molecular cluster, C4H12O3 overall, with properties calculated with the ωB97M-V functional and the def2-TZVPD basis.

Atoms and positions in Å:
H: -0.19994 -0.21133 2.51918
O: 2.68228 1.67550 -0.03364
H: -1.55658 0.94465 2.36691
C: -0.54045 0.70064 2.05257
H: -3.24610 -0.77743 -0.58980
O: 1.42872 -1.39188 -1.66209
H: 2.81585 0.93207 0.57596
H: -0.75388 1.48534 -0.00394
H: 0.64860 0.50901 -1.93027
C: -0.06810 -0.43461 -0.14530
H: -0.48492 -0.79617 -2.22691
H: -2.57815 -1.23646 0.69544
C: -0.44972 0.61085 0.56632
H: 0.31451 -1.33471 0.33621
C: 0.34793 -0.47756 -1.58740
H: 3.18062 1.39369 -0.81108
H: 1.59079 -1.58392 -2.59036
H: 0.10225 1.49736 2.42484
O: -3.23371 -1.50504 0.04335

Results
* HOMO: -9.405 eV
* SMILES: C/C=C/CO.O.O

Results of the Mulliken charge analysis, in e, for atoms 1 through 5: 0.3327 -0.6273 0.3427 -1.3061 0.3200

=====

Version two
Below is a 4-piece molecular cluster, C4H12O3 overall, with properties calculated with the ωB97M-V functional and the def2-TZVPD basis.

Atoms and positions in Å:
H: -0.39744 -1.85089 -1.32920
H: -1.35617 3.00486 0.97991
O: 2.08939 0.88061 -2.03122
C: -1.15040 -1.54373 1.00119
H: 2.70415 -0.77138 1.48017
H: -2.56421 1.94216 -0.01844
H: -2.78335 -0.41392 0.46517
O: -0.33787 -1.80020 -2.28537
H: 0.50172 -1.40899 -2.57236
C: -1.65805 2.05463 0.56318
H: 1.22432 1.32122 -2.14040
C: -1.04378 0.91363 0.93228
H: -0.21989 -1.46014 1.55714
C: -1.74128 -0.35944 0.77348
H: 2.09603 0.57071 -1.11420
H: -1.32070 -2.50345 0.53214
H: 3.20464 0.67413 1.18050
O: 2.75323 -0.09450 0.80062
H: -0.00032 0.84466 1.22541

Results
* HOMO: -8.926 eV
* SMILES: C=CC=C.O.O.O

Results of the Mulliken charge analysis, in e, for atoms 1 through 5: 0.3123 0.2926 -0.6461 -0.9970 0.3054

=====

Calculated relative energies: version one 0.0; version two 80.1, given in kJ/mol

=====

Version one
Below is C18H30ClN3O6S as an isolated structure, with properties calculated with the ωB97M-V functional and the def2-TZVPD basis.

Atoms and positions in Å:
H: -0.34152 -4.45118 1.59455
O: -0.40570 4.08304 -1.76531
S: 1.96076 -1.92783 1.96858
H: 5.25443 5.78380 -1.47035
H: -2.24005 -0.15336 -3.08322
H: -2.54960 -5.07126 2.06693
C: -0.99860 -0.87689 -1.52162
H: -3.09171 -1.09573 -1.85547
H: -3.10092 -3.75324 7.50533
C: -2.39080 2.78262 -2.32620
H: 3.33695 0.42422 -1.26613
C: 1.30945 -0.74497 0.02920
H: 5.43968 6.02188 0.28627
H: 3.39416 2.83439 -1.21855
H: -1.89593 -5.69800 3.58876
O: -1.92934 -2.54966 -0.07422
H: -2.55936 -2.12620 -4.27258
C: -0.92063 2.75683 -1.95252
O: 3.56991 5.31690 -0.32468
C: -0.90872 -1.62351 -0.40964
H: 2.48741 3.41119 0.99677
H: -2.43025 -3.15429 -2.83829
H: -0.98124 -2.43759 -3.58187
C: -0.02214 2.11253 -2.99752
C: 0.23364 -1.59654 0.41130
H: -0.33516 2.43288 -3.99130
H: -3.15040 -4.38372 5.84997
C: -1.76042 -4.94566 2.81412
H: -0.81553 2.25740 -0.98804
C: 2.61479 2.38184 0.67570
H: 0.99743 2.45815 -2.85089
H: 2.37661 1.08671 -2.58109
H: -1.84946 -3.95250 3.26561
H: 5.37033 4.38539 -0.38432
H: -2.89005 3.53970 -1.71887
C: -2.55986 -4.34151 6.76884
C: 0.10276 0.00775 -1.85812
C: -2.89966 -2.03643 0.62153
H: -0.96811 4.69847 -2.24214
H: -2.89259 1.84187 -2.11055
H: -2.53363 3.03863 -3.37609
O: -2.37024 -5.63820 7.32483
H: 1.66609 2.98949 -1.10821
C: 4.98317 5.39667 -0.48469
O: -0.06342 0.68227 -3.03743
C: -2.17765 -1.02403 -2.44309
C: 1.24913 0.09509 -1.11891
N: 2.35108 -0.86140 0.85598
C: 2.50002 2.34185 -0.83505
H: -1.60392 -3.85328 6.56197
C: -2.02816 -2.27625 -3.33480
Cl: 4.23539 1.90414 1.23776
N: 0.46261 -2.30932 1.51023
N: -3.76464 -1.57499 1.23173
H: 3.20537 6.20237 -0.39901
O: -0.47165 -5.14087 2.25307
H: -1.88863 -6.16955 6.68597
C: 2.41847 0.96376 -1.50019
H: 1.85544 1.78125 1.17096

Results
* HOMO: -9.169 eV

Results of the Mulliken charge analysis, in e, for atoms 1 through 5: 0.3170 -0.5588 0.0950 0.2808 0.2447

=====

Version two
Below is a 4-piece molecular cluster, C18H30ClN3O6S overall, with properties calculated with the ωB97M-V functional and the def2-TZVPD basis.

Atoms and positions in Å:
C: -2.61852 -1.82912 -4.01930
H: -3.29313 -0.41167 -6.26722
H: -4.08020 -2.94508 6.23259
C: -1.26175 -1.93468 -0.53473
C: 5.47089 4.58887 -0.42649
H: 7.47825 4.29669 0.33145
H: -4.71708 -2.22580 -4.23170
H: -4.84713 -0.48057 4.33101
H: 3.43424 4.48685 -1.15151
C: -4.36529 0.52470 -4.65937
H: 3.86935 -0.35729 1.48836
C: -0.03732 -0.87009 -0.79433
C: -5.04707 -1.16177 6.93355
H: 3.78482 -2.51465 -1.01126
C: 1.45558 -1.43353 -1.21510
H: 5.45410 -1.07988 0.71927
H: -2.78309 -0.20346 5.71970
H: -3.13331 -2.00968 7.40356
C: 3.42657 -2.12061 0.05611
O: 1.97005 -1.87516 0.12395
C: -3.86887 -1.96337 -4.87322
H: 4.30107 0.05306 -0.35740
O: -0.37039 0.33593 -1.56791
H: 3.64991 -2.95283 0.88236
C: 4.32772 -0.77529 0.47370
H: -4.26044 -2.06330 3.77782
H: -0.91128 -3.02452 -0.25468
C: 6.10657 3.11753 1.48491
H: -5.02020 -0.76731 -6.24454
H: 5.82985 5.03289 -1.36149
S: 1.12980 1.21292 -1.50805
O: 2.08949 -0.20703 -1.80345
H: 5.25060 5.41600 0.25946
H: -2.17008 -1.75140 5.13844
C: -2.08290 -1.35582 0.80262
O: -2.48563 -2.24361 1.72346
C: 6.57217 3.70528 0.16266
N: -1.58133 -1.71764 -3.31088
H: -3.48149 0.72662 -4.04589
C: -4.13692 -0.64819 -5.60747
H: 3.74653 3.41574 0.21272
H: -4.58103 1.43551 -5.22674
H: 4.35983 2.99433 -1.40021
O: 1.27653 2.32484 -2.60456
N: -6.08347 -0.52335 7.26271
H: -3.72566 -2.77424 -5.59517
C: -3.79776 -1.93135 6.53662
H: 1.51284 -2.24351 -2.08668
O: 1.43091 1.82453 -0.09013
C: 4.18154 3.82306 -0.70549
H: 6.82171 2.89078 -0.52594
N: 5.72022 2.62994 2.58174
H: -3.39032 -0.57970 3.34419
H: 0.16137 -0.45662 0.30092
C: -3.08545 -1.20607 5.39327
Cl: -2.41133 0.47069 1.08142
C: -3.94928 -1.07776 4.14265
H: -2.02264 -1.92103 -1.42898
H: -5.21214 0.33019 -3.99136

Results
* HOMO: -10.710 eV
* SMILES: CCO[C@@H]1OS(=O)(=O)O[C@H]1CC(=O)Cl.CCCC#N.CCCC#N.CCCC#N

Results of the Mulliken charge analysis, in e, for atoms 1 through 5: 0.4034 0.2984 0.2818 0.1579 -0.5927

=====

Calculated relative energies: version one 0.0; version two 648.0, given in kJ/mol

=====

Version one
Below is a 2-piece molecular cluster, C5H15NO overall, with properties calculated with the ωB97M-V functional and the def2-TZVPD basis.

Atoms and positions in Å:
H: -0.13969 0.94496 2.97596
H: -1.41082 -1.93608 -1.31034
H: 2.04111 1.13510 1.13734
H: 1.83825 -0.80964 -0.38616
H: 1.12545 2.59339 0.97421
H: 1.06508 -2.10157 0.35142
O: -0.74436 0.71074 -3.18633
H: -0.57307 0.66571 -2.27822
H: 1.62272 1.66044 -0.49069
C: -0.04376 -0.55243 -0.43034
C: -1.33061 -1.24450 -0.35392
H: -0.31890 -0.10075 -3.62901
C: -0.14281 0.19142 2.16369
H: -1.50365 -1.84241 0.54519
C: -0.02428 0.67986 0.69478
N: 1.04858 -1.48986 -0.43977
H: -2.21672 -0.55426 -0.54304
H: -1.22798 -0.23892 2.13923
C: 1.22658 1.60199 0.57341
H: 0.02100 0.02331 -1.34632
H: 0.61848 -0.58626 2.43236
H: -0.93062 1.24979 0.40655

Results
* total charge: +1
* HOMO (spin up / spin down): -15.347 / -15.335 eV
* expectation value of S²: 0.756
* spin multiplicity: 2

Results of the Mulliken charge analysis, in e, for atoms 1 through 5: 0.3954 0.3710 0.4150 0.3972 0.3805

=====

Version two
Below is a 2-piece molecular cluster, C5H15NO overall, with properties calculated with the ωB97M-V functional and the def2-TZVPD basis.

Atoms and positions in Å:
C: -0.88272 -0.74417 0.27532
H: -1.15284 0.16320 0.80492
H: 0.60287 -3.25306 -2.48673
C: 0.13145 -1.22597 -1.99696
H: -0.15434 1.37027 -1.32118
H: -1.77180 -0.91950 -0.32298
H: -0.72710 -1.50286 1.02419
H: -0.68440 3.52302 5.43870
H: 1.96146 1.08212 0.72202
H: -0.02687 -3.08403 -0.83647
O: -1.08119 4.01851 4.70876
H: 1.20539 -1.09618 -0.06302
H: -0.60958 4.85603 4.79423
H: 1.58933 0.99342 -1.54935
C: 0.39128 -0.60609 -0.60613
C: -0.11535 -2.74146 -1.85617
N: 1.12061 1.51025 0.33052
H: -1.10586 -3.01741 -2.19475
C: 0.72681 0.90270 -0.88199
H: -0.76113 -0.71994 -2.35666
H: 0.39928 1.53451 1.06295
H: 0.94470 -1.04337 -2.68924

Results
* total charge: +1
* HOMO (spin up / spin down): -13.957 / -13.957 eV
* expectation value of S²: 0.755
* spin multiplicity: 2

Results of the Mulliken charge analysis, in e, for atoms 1 through 5: -1.2728 0.4384 0.3439 -0.6665 0.3635

=====

Calculated relative energies: version one 146.6; version two 0.0, given in kJ/mol